Computed, not measured: 10 unconnected molecules or ions with the total composition C28H82Cl3O36P9 in a non-equilibrium geometry, with the ωB97M-V functional and the def2-TZVPD basis.

Output
SMILES ... COP(=O)(OC)OC.COP(=O)(OC)OC.COP(=O)(OC)OC.COP(=O)(OC)OC.COP(=O)(OC)OC.COP(=O)(OC)OC.COP(=O)(OC)OC.COP(=O)(OC)OC.COP(=O)(OC)OC.ClC(Cl)Cl
Energy ... -8278.2895 hartree
LUMO level ... 0.0127 hartree
HOMO energy ... -10.06 eV
HOMO-LUMO gap ... 10.41 eV
Relative energy (zero: lowest compared OMol25 entry of this formula, charge and spin) ... 0.00 kJ/mol

The geometry in ORCA input format:
```
! wB97M-V def2-TZVPD RIJCOSX def2/J DEFGRID3
* xyz 0 1
C -3.2382 -3.5204 3.1017
O -4.0305 -3.2060 1.9476
P -4.1239 -1.6567 1.6408
O -4.1985 -0.7509 2.7821
O -2.9014 -1.4151 0.6570
C -2.1374 -0.2101 0.7597
O -5.3730 -1.6540 0.6832
C -5.9529 -0.3655 0.3717
H -3.1319 -4.6070 3.1143
H -3.8104 -3.3181 4.0105
H -2.2563 -3.0612 3.1954
H -2.1045 0.2288 1.7518
H -2.4405 0.5019 -0.0099
H -1.1020 -0.4262 0.4953
H -5.2832 0.4326 0.6996
H -6.8896 -0.2921 0.9160
H -6.0909 -0.2712 -0.7018
C -3.0107 -4.4656 -1.1772
O -1.5634 -4.4402 -1.0464
P -0.6359 -3.6894 -2.0758
O -0.2870 -2.3267 -1.7099
O -1.3421 -3.7401 -3.4650
C -1.6000 -4.9369 -4.2196
O 0.5768 -4.6777 -2.2056
C 1.9304 -4.4183 -1.8213
H -3.3626 -4.5187 -0.1536
H -3.3284 -5.2915 -1.8063
H -3.3896 -3.5399 -1.6146
H -0.7311 -5.5940 -4.1753
H -1.7220 -4.6322 -5.2569
H -2.5097 -5.4237 -3.8764
H 2.5825 -4.5268 -2.6830
H 2.1879 -5.1549 -1.0568
H 2.0474 -3.4631 -1.3072
C 9.2729 -4.0241 -3.3020
O 7.9696 -3.6579 -2.8360
P 6.7508 -4.6129 -3.1075
O 6.6914 -5.8843 -2.3960
O 6.6756 -4.7042 -4.6818
C 5.7755 -5.6901 -5.2127
O 5.4869 -3.6687 -2.8901
C 5.2637 -2.9110 -1.7000
H 9.2357 -4.5617 -4.2494
H 9.8059 -4.5924 -2.5429
H 9.8324 -3.1109 -3.5012
H 5.2287 -6.2329 -4.4449
H 6.3109 -6.3808 -5.8622
H 5.0637 -5.1380 -5.8281
H 5.9963 -2.1285 -1.5300
H 5.0949 -3.5435 -0.8223
H 4.2733 -2.4800 -1.8585
C 2.8367 -0.1930 -0.3075
O 2.7092 1.1968 -0.6127
P 1.4355 1.9777 -0.0520
O 0.6013 1.1934 0.8608
O 1.9812 3.3178 0.5326
C 2.4892 3.3940 1.8661
O 0.6981 2.4962 -1.3370
C 0.2296 1.5816 -2.3417
H 1.9528 -0.6814 0.0968
H 3.6692 -0.3249 0.3800
H 3.0453 -0.6516 -1.2739
H 3.5210 3.7394 1.7832
H 2.5478 2.4448 2.3963
H 1.8994 4.1480 2.3804
H 0.8693 1.7078 -3.2137
H -0.7882 1.8498 -2.6257
H 0.2141 0.5429 -1.9995
C 0.0248 -3.6048 6.3265
O -0.0525 -2.3056 6.9059
P -0.4906 -1.0708 6.0219
O -0.2933 0.2027 6.6889
O 0.2333 -1.3298 4.6524
C -0.0107 -0.3596 3.6215
O -1.9824 -1.4138 5.5885
C -3.0776 -1.1397 6.4512
H 0.4232 -4.2881 7.0740
H 0.6353 -3.6064 5.4303
H -0.9927 -3.9662 6.1452
H -0.1135 -0.8879 2.6787
H 0.8119 0.3468 3.6191
H -0.9554 0.1676 3.7702
H -3.4539 -2.0804 6.8576
H -3.8640 -0.5958 5.9297
H -2.8211 -0.5036 7.3048
C -1.5045 4.0772 2.3928
O -2.6358 4.9164 2.6186
P -3.4429 4.8755 3.9650
O -2.7532 4.2265 5.0710
O -3.7379 6.4112 4.1068
C -4.5958 6.8673 5.1462
O -4.8532 4.2773 3.6097
C -4.9934 2.8948 3.3179
H -1.2368 4.1308 1.3383
H -1.7530 3.0315 2.5882
H -0.6542 4.4000 2.9929
H -5.4908 7.3233 4.7367
H -4.0753 7.6320 5.7356
H -4.7729 6.1013 5.9061
H -5.7040 2.4462 4.0147
H -4.0709 2.3264 3.4590
H -5.3716 2.7482 2.3084
C 2.3721 -0.6886 -3.8184
O 1.7868 -1.1109 -5.0590
P 2.4521 -2.3482 -5.7988
O 1.9922 -2.5568 -7.1644
O 4.0010 -2.1212 -5.5809
C 4.7480 -1.3823 -6.5490
O 2.1314 -3.5061 -4.7762
C 2.1401 -4.8723 -5.1420
H 2.6581 -1.4841 -3.1339
H 1.6135 -0.1060 -3.3012
H 3.2153 -0.0168 -3.9915
H 4.1214 -1.1172 -7.3972
H 5.5925 -1.9937 -6.8751
H 5.2314 -0.5006 -6.1240
H 2.3158 -5.0152 -6.2137
H 1.1443 -5.3120 -5.0465
H 2.8791 -5.4172 -4.5641
C 3.6341 6.9077 3.8549
O 3.1189 6.6588 5.1566
P 1.6664 6.1493 5.4106
O 0.8103 6.3451 4.2420
O 1.8946 4.6470 5.8069
C 0.8570 3.7740 6.2829
O 1.2915 6.9285 6.7317
C 0.0157 6.7111 7.3208
H 3.6035 7.9673 3.5961
H 3.0957 6.3253 3.1111
H 4.6947 6.6531 3.8522
H -0.1312 4.2308 6.3148
H 1.1197 3.4457 7.2866
H 0.7963 2.9197 5.6135
H -0.7819 6.5037 6.5948
H -0.2928 7.6143 7.8410
H -0.0079 5.8562 7.9982
C -3.0976 -0.5592 -2.3604
O -3.9610 -0.6555 -3.5070
P -3.8918 0.4560 -4.6136
O -2.8785 1.4871 -4.3983
O -3.7736 -0.3322 -5.9745
C -2.6643 -1.2044 -6.1706
O -5.3712 0.9388 -4.6829
C -5.6808 2.0578 -5.5046
H -3.7637 -0.5331 -1.5051
H -2.3978 0.2747 -2.3581
H -2.4246 -1.4144 -2.2820
H -3.0222 -2.2354 -6.0620
H -1.9196 -1.1472 -5.3831
H -2.2673 -1.0436 -7.1638
H -6.3216 1.7832 -6.3385
H -4.7852 2.5833 -5.8383
H -6.2274 2.7817 -4.8952
Cl 1.7459 5.8589 -2.9773
C 0.1752 5.5951 -2.1926
Cl -1.1279 5.7061 -3.4072
Cl -0.0636 6.7158 -0.8858
H 0.1476 4.5608 -1.8830
*
```